(1)
DFT (ωB97M-V with the def2-TZVPD basis set) results for a 2-piece molecular cluster, Cl6NP2 overall in a non-equilibrium geometry.

Last column: Mulliken charge in e.
Cartesian coordinates (Å):
N  -0.267  -0.028  -1.205  -0.446
P  1.997  1.474  0.400  0.862
P  -1.571  -0.650  -0.618  0.888
Cl  2.554  -0.433  0.931  0.032
Cl  0.445  1.897  1.519  0.055
Cl  3.516  2.835  1.003  -0.048
Cl  -2.856  0.507  0.368  -0.104
Cl  -1.101  -2.125  0.616  -0.080
Cl  -2.664  -1.409  -2.273  -0.158

frontier orbital gap (alpha / beta): 7.6084 / 4.7482 eV
energy relative to the best compared isomer or geometry (same formula, charge and spin): 123.0 kcal per mole
total charge: +1
highest occupied orbital energy (alpha / beta): -13.55 / -13.97 eV
strongest force on any atom: 2.5 eV Å⁻¹


(2)
DFT (ωB97M-V with the def2-TZVPD basis set) results for a 6-piece molecular cluster, C39H74O8 overall in a non-equilibrium geometry.

Last column: Mulliken charge in e.
Cartesian coordinates (Å):
C  4.666  -3.511  0.627  -1.303
C  4.727  -2.892  -0.840  0.618
C  4.091  -3.905  -1.886  -1.111
C  3.283  -3.203  -3.048  0.170
C  4.158  -2.309  -4.020  -0.692
C  3.510  -0.849  -4.204  -1.135
C  3.536  -0.174  -2.797  0.957
C  4.861  0.307  -2.323  -0.451
C  5.026  0.926  -0.999  -1.099
C  3.810  1.037  -0.163  -0.295
C  2.486  0.597  -0.635  -0.204
C  2.319  -0.027  -1.994  1.106
C  0.898  -0.452  -2.415  0.443
O  0.605  -1.210  -3.316  -0.560
C  -0.309  0.128  -1.580  0.140
O  -1.574  0.071  -2.180  -0.341
C  -2.480  -0.775  -1.422  -0.778
C  -3.160  -1.811  -2.429  -0.192
C  -3.933  -2.874  -1.518  -0.946
C  -0.157  0.680  -0.344  -0.448
C  1.246  0.746  0.301  0.257
O  1.432  0.884  1.497  -0.605
H  5.057  -4.573  0.631  0.346
H  5.344  -2.950  1.340  0.251
H  3.625  -3.478  1.061  0.326
H  4.238  -1.886  -0.823  -0.321
H  5.827  -2.829  -1.089  0.281
H  3.334  -4.514  -1.301  0.396
H  4.863  -4.609  -2.306  0.275
H  2.419  -2.668  -2.576  -0.241
H  2.825  -4.025  -3.681  0.418
H  5.155  -2.149  -3.509  0.271
H  4.360  -2.805  -5.003  0.462
H  4.178  -0.250  -4.896  0.521
H  2.506  -0.880  -4.694  0.206
H  5.764  0.206  -2.981  0.396
H  6.042  1.246  -0.677  0.388
H  3.902  1.472  0.864  0.059
H  -3.310  -0.160  -0.971  0.216
H  -1.929  -1.391  -0.663  0.458
H  -2.336  -2.330  -2.985  0.149
H  -3.840  -1.288  -3.154  0.285
H  -4.884  -2.385  -1.174  0.146
H  -3.309  -3.048  -0.596  0.340
H  -4.096  -3.838  -2.062  0.338
H  -1.025  1.082  0.237  0.385
C  3.247  3.856  2.734  -0.665
C  4.519  4.290  3.441  -0.455
O  5.584  4.593  2.554  -0.411
C  5.360  5.659  1.646  -0.229
C  5.119  6.995  2.328  -1.100
H  3.455  3.051  2.030  0.086
H  2.508  3.508  3.458  0.434
H  2.802  4.677  2.168  0.305
H  4.870  3.470  4.072  0.326
H  4.327  5.136  4.110  0.351
H  4.543  5.413  0.959  0.232
H  6.264  5.735  1.036  0.347
H  4.172  7.001  2.871  0.268
H  5.085  7.799  1.590  0.405
H  5.912  7.208  3.048  0.279
C  -9.998  -2.992  -1.221  -1.171
C  -8.738  -2.569  -0.488  0.114
O  -7.656  -2.263  -1.354  -0.388
C  -7.858  -1.187  -2.256  -0.301
C  -8.104  0.144  -1.565  -1.079
H  -9.779  -3.794  -1.930  0.292
H  -10.752  -3.343  -0.513  0.414
H  -10.430  -2.165  -1.789  0.275
H  -8.404  -3.397  0.141  0.332
H  -8.937  -1.728  0.186  -0.064
H  -8.664  -1.422  -2.959  0.327
H  -6.943  -1.110  -2.848  0.317
H  -9.061  0.150  -1.039  0.265
H  -8.121  0.955  -2.296  0.407
H  -7.323  0.346  -0.829  0.263
C  -9.073  0.304  3.339  -1.004
C  -10.154  -0.701  3.694  -0.369
O  -9.678  -2.036  3.779  -0.425
C  -8.690  -2.292  4.764  -0.298
C  -9.168  -2.032  6.183  -1.032
H  -8.532  -0.013  2.445  0.212
H  -9.510  1.288  3.156  0.396
H  -8.341  0.407  4.144  0.290
H  -10.912  -0.693  2.908  0.335
H  -10.664  -0.419  4.621  0.354
H  -7.776  -1.731  4.546  0.296
H  -8.433  -3.350  4.670  0.315
H  -9.343  -0.968  6.356  0.258
H  -8.420  -2.369  6.904  0.387
H  -10.107  -2.555  6.375  0.286
C  6.668  0.253  3.862  -0.850
C  5.625  -0.772  4.273  -0.302
O  6.133  -2.094  4.359  -0.379
C  7.162  -2.313  5.310  -0.342
C  6.732  -2.042  6.742  -1.034
H  7.182  -0.065  2.953  0.272
H  6.200  1.224  3.681  0.158
H  7.427  0.387  4.636  0.325
H  4.837  -0.795  3.517  0.274
H  5.143  -0.486  5.215  0.311
H  8.054  -1.735  5.049  0.306
H  7.438  -3.366  5.222  0.332
H  6.539  -0.979  6.906  0.257
H  7.513  -2.350  7.439  0.388
H  5.812  -2.582  6.977  0.287
C  0.044  1.792  -5.428  -1.136
C  1.320  2.235  -4.734  0.775
O  2.376  2.541  -5.632  -0.363
C  2.138  3.603  -6.540  -0.371
C  1.897  4.940  -5.859  -1.009
H  0.251  0.983  -6.133  0.315
H  -0.687  1.441  -4.696  0.269
H  -0.411  2.609  -5.993  0.378
H  1.679  1.420  -4.106  -0.749
H  1.130  3.082  -4.066  0.253
H  1.317  3.351  -7.219  0.305
H  3.037  3.682  -7.157  0.338
H  0.954  4.942  -5.307  0.247
H  1.852  5.741  -6.599  0.401
H  2.694  5.159  -5.146  0.286

frontier orbital gap: 8.1237 eV
highest occupied orbital energy: -9.14 eV
strongest force on any atom: 3.6 eV Å⁻¹


(3)
DFT (ωB97M-V with the def2-TZVPD basis set) results for C2H6N2S in the gas phase in a non-equilibrium geometry.

Last column: Mulliken charge in e.
Cartesian coordinates (Å):
N  -2.209  -0.050  -0.105  -0.648
C  -1.014  -0.855  0.109  -0.093
C  0.148  0.113  -0.053  0.015
N  -0.012  1.475  0.119  -0.448
S  1.795  -0.359  -0.019  -0.349
H  -2.851  0.178  0.812  0.220
H  -2.858  -0.390  -0.754  0.233
H  -1.135  -1.700  -0.749  0.235
H  -1.009  -1.618  1.009  0.254
H  0.824  2.106  -0.258  0.287
H  -0.954  1.632  -0.194  0.295

frontier orbital gap: 8.4646 eV
energy relative to the best compared isomer or geometry (same formula, charge and spin): 37.3 kcal per mole
highest occupied orbital energy: -8.07 eV
strongest force on any atom: 5.3 eV Å⁻¹


(4)
DFT (ωB97M-V with the def2-TZVPD basis set) results for C44H59BrCl2N3O3PtSb as an isolated structure.

Last column: Mulliken charge in e.
Cartesian coordinates (Å):
Pt  -0.111  -0.241  1.439  2.062
Br  2.602  0.583  2.051  -0.024
C  2.719  -0.908  3.221  1.029
C  3.815  -0.940  4.062  -0.803
C  3.986  -2.023  4.919  -0.757
C  3.075  -3.060  4.904  -0.826
C  1.975  -3.032  4.040  0.910
C  1.063  -4.126  4.024  -0.713
C  -0.035  -4.140  3.176  -1.121
C  -0.251  -3.067  2.336  0.295
C  0.571  -1.902  2.348  -0.544
C  1.751  -1.924  3.178  0.628
H  4.535  -0.132  4.053  0.461
H  4.836  -2.044  5.589  0.425
H  3.201  -3.910  5.566  0.443
H  1.257  -4.967  4.681  0.427
H  -0.717  -4.982  3.170  0.553
H  -1.107  -3.095  1.678  0.049
C  5.173  0.611  -1.039  -1.370
C  4.685  0.934  -2.448  1.493
C  5.666  1.826  -3.200  -1.568
C  4.396  -0.342  -3.230  -1.780
Sb  2.758  2.010  -2.199  1.141
C  3.045  4.006  -1.269  1.637
C  3.343  3.736  0.202  -1.239
C  1.747  4.787  -1.422  -1.892
C  4.202  4.715  -1.959  -1.627
C  1.615  2.052  -4.086  1.486
C  0.321  2.822  -3.843  -1.670
C  1.290  0.601  -4.435  -1.714
C  2.492  2.723  -5.137  -1.512
H  6.125  0.072  -1.118  0.477
H  4.473  -0.029  -0.496  0.043
H  5.358  1.508  -0.446  0.348
H  6.552  1.221  -3.429  0.502
H  6.001  2.674  -2.608  0.307
H  5.274  2.192  -4.150  0.295
H  5.299  -0.963  -3.207  0.568
H  4.174  -0.140  -4.277  0.391
H  3.585  -0.932  -2.799  0.219
H  2.513  3.224  0.690  -0.107
H  3.483  4.697  0.713  0.519
H  4.255  3.154  0.347  0.318
H  0.874  4.218  -1.097  0.294
H  1.594  5.130  -2.445  0.372
H  1.816  5.679  -0.787  0.578
H  5.162  4.254  -1.740  0.347
H  4.242  5.741  -1.573  0.498
H  4.079  4.784  -3.042  0.315
H  -0.261  2.399  -3.021  0.235
H  -0.291  2.748  -4.750  0.533
H  0.488  3.879  -3.651  0.345
H  0.768  0.091  -3.622  0.159
H  2.173  0.024  -4.699  0.296
H  0.624  0.597  -5.305  0.578
H  2.785  3.737  -4.856  0.294
H  1.914  2.799  -6.065  0.475
H  3.389  2.145  -5.360  0.317
C  2.361  -2.314  -0.571  -0.920
C  1.257  -2.022  -1.556  -0.081
O  0.270  -1.165  -0.974  0.028
C  -1.018  -1.299  -1.612  -0.346
C  -1.786  -2.514  -1.139  -0.447
H  3.208  -2.768  -1.091  0.579
H  2.027  -3.006  0.205  0.342
H  2.703  -1.392  -0.091  -0.287
H  0.784  -2.947  -1.886  0.457
H  1.658  -1.527  -2.448  -0.061
H  -0.870  -1.327  -2.697  0.554
H  -1.575  -0.397  -1.362  -0.278
H  -1.218  -3.436  -1.278  0.414
H  -2.712  -2.606  -1.712  0.410
H  -2.052  -2.406  -0.088  -0.512
Cl  -3.761  -4.335  2.668  -0.126
C  -4.576  -4.299  1.137  1.380
C  -4.739  -5.495  0.458  -0.823
C  -5.297  -5.501  -0.808  -0.576
C  -5.678  -4.306  -1.397  -0.512
C  -5.539  -3.127  -0.693  0.416
Cl  -6.006  -1.635  -1.452  -0.207
C  -5.017  -3.084  0.607  -1.158
N  -4.894  -1.861  1.263  0.077
C  -5.241  -1.565  2.591  0.292
C  -6.013  -2.432  3.359  -0.425
C  -6.293  -2.136  4.681  -0.743
C  -5.821  -0.962  5.253  -0.826
C  -5.094  -0.079  4.474  -0.679
C  -4.808  -0.354  3.143  0.421
C  -4.043  0.644  2.296  -1.745
C  -2.604  0.242  2.071  0.919
O  -1.744  0.419  2.968  -0.726
O  -2.272  -0.254  0.938  -0.703
H  -4.405  -6.414  0.922  0.463
H  -5.428  -6.435  -1.339  0.428
H  -6.100  -4.286  -2.393  0.453
H  -4.748  -1.080  0.651  0.188
H  -6.391  -3.343  2.911  0.585
H  -6.894  -2.821  5.266  0.424
H  -6.039  -0.727  6.287  0.410
H  -4.745  0.855  4.902  0.406
H  -4.045  1.614  2.795  0.736
H  -4.504  0.768  1.314  0.523
C  -2.952  4.264  -0.351  -0.925
N  -1.870  3.526  0.303  0.301
C  -1.186  3.912  1.438  -1.251
C  -0.320  2.905  1.717  -0.501
N  -0.444  1.912  0.761  0.428
C  -1.399  2.325  -0.061  -0.923
H  -2.844  5.322  -0.133  0.366
H  -3.920  3.924  0.011  0.309
H  -2.899  4.118  -1.426  0.333
H  -1.391  4.841  1.944  0.643
H  0.365  2.819  2.545  0.534
H  -1.787  1.771  -0.901  0.573

spin multiplicity: 5
frontier orbital gap (alpha / beta): 6.1327 / 3.4470 eV
energy relative to the best compared isomer or geometry (same formula, charge and spin): 3.8 kcal per mole
total charge: +2
highest occupied orbital energy (alpha / beta): -11.19 / -11.19 eV
strongest force on any atom: 0.6 eV Å⁻¹


(5)
DFT (ωB97M-V with the def2-TZVPD basis set) results for C3H6N2S2 as an isolated structure in a non-equilibrium geometry.

Last column: Mulliken charge in e.
Cartesian coordinates (Å):
C  0.536  -0.995  -1.795  -0.598
C  -0.329  0.419  0.004  0.600
C  -0.753  1.793  0.145  -0.352
H  1.716  -0.693  -2.366  0.214
H  -0.073  -1.435  -2.724  0.234
H  0.738  -2.016  -0.828  0.146
H  0.477  -1.304  0.813  0.272
H  0.354  -0.039  3.530  0.188
H  -1.551  2.082  -0.623  0.299
N  -0.172  0.094  -1.300  -0.365
N  0.179  -0.298  1.069  -0.349
S  -0.768  -0.443  2.624  -0.146
S  -0.355  2.836  1.452  -0.144

frontier orbital gap: 7.5772 eV
energy relative to the best compared isomer or geometry (same formula, charge and spin): 109.2 kcal per mole
highest occupied orbital energy: -8.81 eV
strongest force on any atom: 4.2 eV Å⁻¹


(6)
DFT (ωB97M-V with the def2-TZVPD basis set) results for a 2-piece molecular cluster, C4H9N2O2 overall in a non-equilibrium geometry.

Last column: Mulliken charge in e.
Cartesian coordinates (Å):
C  -0.078  1.679  2.512  -0.122
C  -0.142  0.976  -2.328  -0.127
C  -0.263  -1.167  -1.193  -0.639
C  -0.019  -1.353  0.409  -0.401
N  0.130  0.140  -1.463  0.139
N  0.995  -0.462  0.770  -0.010
O  -0.295  1.602  1.330  -0.386
O  1.387  -0.421  1.914  -0.443
H  0.496  0.796  2.874  0.290
H  0.314  1.942  -2.375  0.305
H  -0.874  0.551  -3.096  0.254
H  -0.650  2.423  3.090  0.299
H  -1.272  -1.377  -1.580  0.386
H  0.213  -1.981  -1.874  0.316
H  -0.841  -1.319  1.110  0.330
H  0.105  -2.412  0.610  0.424
H  0.794  0.383  -0.711  0.386

frontier orbital gap: 8.7550 eV
energy relative to the best compared isomer or geometry (same formula, charge and spin): 139.5 kcal per mole
total charge: +1
highest occupied orbital energy: -13.57 eV
strongest force on any atom: 4.3 eV Å⁻¹